Record 1
C44H60BaGeIN4O4S2 as an isolated structure, computed with ωB97M-V with the def2-TZVPD basis set.

Element x y z (Å)
1 Ba 0.163971 -0.216335 0.117317
2 C -0.259857 -3.651192 2.026713
3 C -1.080504 -2.517930 2.636028
4 C -0.321380 -1.882307 3.790360
5 C -2.431175 -3.027024 3.124866
6 O -1.268895 -1.490617 1.633881
7 Ge -2.483349 -1.816605 0.172825
8 O -2.630663 0.033344 0.048852
9 C -3.924259 0.551135 -0.325839
10 C -4.396775 -0.082399 -1.629732
11 C -4.908176 0.275172 0.806586
12 C -3.779905 2.053817 -0.516198
13 O -1.080601 -1.863727 -1.196300
14 C -0.908983 -2.937454 -2.140067
15 C 0.399544 -3.644718 -1.798050
16 C -0.820827 -2.308126 -3.524464
17 C -2.062311 -3.928650 -2.087158
18 H -0.039552 -4.422922 2.768529
19 H -0.791839 -4.121637 1.199735
20 H 0.701299 -3.283817 1.655274
21 H -0.892951 -1.056838 4.214857
22 H 0.644781 -1.488227 3.479061
23 H -0.149749 -2.622857 4.572354
24 H -2.293966 -3.678362 3.988631
25 H -3.058063 -2.187626 3.425532
26 H -2.964147 -3.591253 2.363436
27 H -4.611975 -1.142131 -1.509736
28 H -5.307004 0.403553 -1.983078
29 H -3.628983 0.032636 -2.391987
30 H -5.039697 -0.792925 0.964990
31 H -4.533261 0.704947 1.737238
32 H -5.887946 0.705526 0.594906
33 H -2.986267 2.285524 -1.221084
34 H -4.708287 2.493999 -0.883292
35 H -3.552868 2.515912 0.443801
36 H 1.231831 -2.936838 -1.821383
37 H 0.353417 -4.088444 -0.806128
38 H 0.618036 -4.435109 -2.517370
39 H 0.027332 -1.624640 -3.588438
40 H -0.692367 -3.074775 -4.289647
41 H -1.728546 -1.747205 -3.750918
42 H -2.129179 -4.423579 -1.121006
43 H -3.015732 -3.438198 -2.277484
44 H -1.920433 -4.696336 -2.848306
45 C 4.541541 -1.949994 -1.046803
46 C 3.309210 -1.087900 -1.120440
47 N 2.684494 -0.645077 -0.080921
48 N 3.231540 -1.056160 1.163677
49 C 2.862504 -0.374116 2.200173
50 S 1.802080 0.955816 2.396701
51 S 3.530501 -0.891708 3.748939
52 C 4.616187 -2.239886 3.265765
53 C 3.867476 -3.510516 2.977381
54 C 3.129988 -4.147046 3.968189
55 C 2.453558 -5.324970 3.703608
56 C 2.495664 -5.885035 2.434646
57 C 3.217961 -5.251923 1.435143
58 C 3.898217 -4.075087 1.709216
59 C 2.886396 -0.644668 -2.511607
60 C 3.438711 -1.351598 -3.593377
61 C 3.312379 -0.935028 -4.904479
62 C 2.655074 0.258630 -5.163548
63 C 2.060809 0.973475 -4.141952
64 C 2.111894 0.494593 -2.829995
65 O 1.397676 1.152734 -1.861064
66 H 4.985422 -1.874358 -0.060211
67 H 5.265977 -1.659623 -1.803075
68 H 4.276706 -2.995213 -1.224537
69 H 5.312332 -2.363634 4.098305
70 H 5.184799 -1.934765 2.387796
71 H 3.078292 -3.714105 4.959195
72 H 1.889646 -5.808117 4.489875
73 H 1.965522 -6.803499 2.227409
74 H 3.252474 -5.672463 0.439658
75 H 4.450934 -3.576305 0.928752
76 H 3.989934 -2.255842 -3.391962
77 H 3.745477 -1.517079 -5.703059
78 H 2.592865 0.637603 -6.174475
79 H 1.516238 1.885130 -4.335544
80 I 3.095042 3.358832 -0.483605
81 C 1.598661 4.160209 -1.696601
82 C 1.648138 5.567237 -1.781719
83 C 0.642319 6.260522 -2.411927
84 C -0.433951 5.574329 -2.965683
85 C -0.522877 4.178220 -2.913453
86 C -1.633991 3.513320 -3.475632
87 C -1.773529 2.127835 -3.417060
88 C -0.794813 1.383567 -2.797237
89 C 0.344308 2.023047 -2.282418
90 C 0.547819 3.417350 -2.270640
91 H 2.483194 6.088831 -1.340371
92 H 0.694785 7.337549 -2.487557
93 H -1.225583 6.112682 -3.469524
94 H -2.389513 4.120291 -3.956870
95 H -2.653411 1.644603 -3.817758
96 H -0.897179 0.312227 -2.714891
97 C -1.879494 4.807479 0.999923
98 C -0.883118 3.739177 0.514037
99 N -0.363649 2.987016 1.641246
100 C 0.364228 3.865755 2.529236
101 C -0.588523 4.949844 3.087280
102 N -1.948919 4.689844 2.501285
103 C -2.445758 3.325401 2.904412
104 C -1.425293 2.303663 2.354551
105 H -2.894414 4.662586 0.627755
106 H -1.559277 5.828073 0.787868
107 H -0.055480 4.200089 -0.021482
108 H -1.374276 3.058136 -0.175993
109 H 1.186066 4.316688 1.973531
110 H 0.789847 3.278075 3.341699
111 H -0.318260 5.963085 2.789223
112 H -0.706385 4.913646 4.170226
113 H -2.599079 5.391313 2.852175
114 H -3.440469 3.222932 2.465762
115 H -2.530535 3.330424 3.992229
116 H -1.929389 1.627667 1.665378
117 H -0.987517 1.711407 3.157076

Atomic forces in eV per Å
0.424 2.158 -0.091
0.061 -0.068 0.201
0.025 0.156 -0.372
-0.001 -0.019 0.008
0.013 -0.061 0.168
-0.556 -0.816 0.479
-0.616 -0.967 0.131
-0.294 0.544 -0.201
0.299 -0.160 0.070
-0.064 0.099 -0.079
-0.101 0.047 0.013
-0.065 -0.030 0.058
-0.586 -0.681 -0.174
0.019 0.204 0.264
0.068 0.017 -0.114
0.011 -0.032 -0.054
-0.015 -0.090 -0.156
-0.048 0.057 -0.037
-0.106 -0.012 -0.080
0.036 0.049 0.025
-0.079 0.048 0.015
0.013 -0.024 -0.070
0.019 -0.030 0.054
0.013 -0.034 0.049
-0.029 0.074 0.035
-0.008 -0.037 -0.113
-0.001 -0.120 0.055
-0.054 0.021 -0.010
0.088 0.012 -0.059
0.003 -0.131 -0.015
0.033 0.035 0.048
-0.042 0.051 -0.037
0.019 -0.026 -0.110
-0.056 -0.033 -0.016
0.021 0.055 0.067
-0.001 0.047 -0.018
-0.026 -0.036 0.111
-0.004 -0.044 -0.046
0.058 0.026 0.027
0.010 -0.038 -0.028
-0.052 0.003 0.024
0.024 -0.034 0.124
-0.066 0.073 -0.030
0.029 -0.039 -0.047
-0.036 0.038 0.065
-0.354 0.703 -0.278
1.413 -0.421 0.167
-0.072 -0.073 -0.827
-0.163 -0.036 0.234
0.224 0.125 0.069
0.095 0.289 0.044
0.097 -0.241 -0.104
0.072 -0.139 -0.020
-0.021 -0.001 0.096
0.001 -0.087 -0.026
0.013 0.013 0.001
-0.028 -0.024 0.056
0.022 -0.044 0.010
0.166 -0.101 0.487
-0.148 0.171 0.052
-0.072 0.066 0.212
-0.025 0.104 -0.142
0.040 -0.435 0.210
-0.094 0.203 -0.215
0.090 -0.142 0.037
-0.009 0.055 -0.035
0.027 0.055 0.015
-0.002 -0.024 -0.010
-0.054 -0.051 0.010
0.009 0.050 0.076
0.015 0.054 0.046
-0.031 -0.032 0.046
-0.042 -0.064 -0.019
-0.001 -0.040 -0.070
0.021 -0.053 0.043
0.048 -0.067 0.005
0.034 -0.033 -0.070
-0.007 0.007 -0.050
-0.010 0.024 -0.056
0.158 -0.192 0.091
0.056 0.190 -0.145
-0.046 -0.124 0.028
0.031 0.086 0.014
-0.100 0.184 0.009
0.305 -0.184 0.203
-0.129 -0.127 -0.061
0.098 0.110 0.193
-0.091 0.074 -0.148
0.556 -0.424 0.229
-0.452 0.233 -0.351
0.067 0.055 0.011
0.022 0.087 0.005
-0.040 0.060 -0.034
-0.042 0.017 -0.042
-0.053 -0.022 -0.056
0.117 -0.177 -0.054
-0.149 0.187 0.109
-0.074 0.003 -0.150
-0.058 -0.098 -0.152
0.198 0.051 0.151
-0.145 0.112 0.036
-0.084 0.066 0.041
-0.029 0.267 0.004
-0.152 -0.088 -0.030
0.059 -0.002 -0.055
-0.002 -0.056 -0.084
-0.019 0.057 0.063
0.032 0.006 -0.030
0.022 -0.003 0.022
0.031 0.010 -0.018
0.060 -0.042 0.033
0.073 -0.005 -0.006
0.086 -0.078 -0.033
0.065 -0.059 0.081
0.019 -0.046 -0.056
-0.037 -0.161 0.023
0.013 -0.026 0.028

## Properties
multiplicity = 2
E_HOMO (alpha / beta) = -3.98 / -6.64 eV
LUMO (alpha / beta) = -0.6 / -0.6 eV
net charge = 0
frontier orbital gap (alpha / beta) = 3.35 / 6.00 eV

---

Record 2
C44H60BiN3PS2 as an isolated structure, computed with ωB97M-V with the def2-TZVPD basis set.

Element x y z (Å)
1 Bi 1.492240 -1.342724 -0.204820
2 C -4.184853 2.952315 -2.883761
3 C -3.739747 1.507283 -2.620817
4 C -4.680549 0.860190 -1.606122
5 C -2.278194 1.510645 -2.207960
6 C -2.003773 1.712201 -0.815750
7 C -0.951046 1.463977 0.012541
8 C -1.123514 2.019912 1.429103
9 C -0.596134 3.457722 1.485960
10 C -2.554796 2.013750 1.982376
11 C 0.338140 0.875553 -0.405067
12 C 0.116217 1.829963 -2.819385
13 C -1.319461 1.473560 -3.152853
14 C 1.054584 1.599756 -4.045460
15 C 2.522803 1.738788 -3.644430
16 C 0.804627 2.538646 -5.225597
17 C 1.501780 1.240589 0.460965
18 C 2.630615 1.946237 0.016617
19 C 3.471194 2.598037 0.894804
20 C 3.168059 2.614773 2.252554
21 C 2.226935 1.724938 2.733352
22 C 1.505061 0.908830 1.856973
23 P 1.040318 -0.817954 2.303487
24 C 2.518110 -1.366958 3.405116
25 C 2.503829 -0.652655 4.769828
26 C 2.550811 -2.880182 3.624836
27 C 3.800151 -1.023884 2.640475
28 C -0.663358 -1.421635 2.991170
29 C -1.666843 -1.275055 1.845671
30 C -1.084186 -0.605499 4.207892
31 C -0.605003 -2.910289 3.327781
32 H -5.257606 2.984845 -3.058102
33 H -3.684805 3.364000 -3.756406
34 H -3.956219 3.590224 -2.031070
35 H -3.817674 0.955494 -3.562823
36 H -4.821785 1.495366 -0.735547
37 H -4.300678 -0.103541 -1.278002
38 H -5.656027 0.710571 -2.061431
39 H -2.836693 2.187929 -0.324090
40 H -0.524223 1.427406 2.126253
41 H -1.078596 4.069107 0.725994
42 H 0.477296 3.496142 1.318763
43 H -0.806042 3.889727 2.463173
44 H -3.128565 2.859798 1.611511
45 H -2.516789 2.110218 3.067377
46 H -3.088966 1.101056 1.737697
47 H -1.577566 1.299349 -4.185330
48 H 0.871900 0.568165 -4.371840
49 H 2.716971 2.761364 -3.323106
50 H 3.167406 1.519282 -4.492501
51 H 2.774459 1.044879 -2.843505
52 H 1.026825 3.568829 -4.949841
53 H -0.216076 2.485732 -5.599350
54 H 1.466277 2.257355 -6.043136
55 H 2.839339 1.965828 -1.039830
56 H 4.317784 3.148288 0.516513
57 H 3.709048 3.250540 2.932298
58 H 2.079758 1.636176 3.794614
59 H 2.662258 -1.369156 5.571515
60 H 1.559870 -0.150723 4.962777
61 H 3.299520 0.085407 4.824850
62 H 1.776860 -3.217781 4.304119
63 H 3.510990 -3.130383 4.075779
64 H 2.479647 -3.421392 2.681352
65 H 3.886488 0.036046 2.422583
66 H 3.872359 -1.584315 1.708277
67 H 4.646668 -1.307236 3.262981
68 H -1.472391 -0.408455 1.223015
69 H -2.672050 -1.189230 2.255996
70 H -1.654347 -2.152250 1.204630
71 H -1.036470 0.462162 4.002554
72 H -0.463300 -0.831727 5.072002
73 H -2.111132 -0.856670 4.471546
74 H -0.031157 -3.458285 2.583464
75 H -1.620763 -3.303075 3.318010
76 H -0.196761 -3.103210 4.313934
77 C 1.382134 -6.350416 2.227113
78 C 1.588345 -5.876162 0.838945
79 S 2.433832 -4.357751 0.391608
80 C 1.289728 -6.375196 -0.369328
81 C 0.630980 -7.621358 -0.802688
82 S 1.934462 -5.139423 -1.481360
83 H 1.608015 -5.554095 2.931084
84 H 2.038586 -7.194019 2.441158
85 H 0.350356 -6.667735 2.375024
86 H 0.435724 -8.253428 0.059550
87 H 1.267228 -8.159918 -1.503998
88 H -0.311457 -7.408057 -1.305636
89 C -0.177545 6.071530 -1.954105
90 C -0.907717 5.457125 -2.958475
91 C -0.776379 4.102537 -3.189292
92 C 0.091049 3.303230 -2.439036
93 C 0.838126 3.947117 -1.467934
94 C 0.701861 5.305109 -1.216982
95 N 0.508265 0.730181 -1.842827
96 N -0.190465 -0.328468 -2.463872
97 C -0.629839 -1.474210 -2.119773
98 C -1.535118 -2.142691 -3.023211
99 C -2.141039 -3.300559 -2.689359
100 C -1.828136 -3.950428 -1.459467
101 C -0.873771 -3.400606 -0.679372
102 N -0.292106 -2.205377 -0.963257
103 H -0.290227 7.126913 -1.752358
104 H -1.591010 6.029389 -3.567059
105 H -1.379478 3.658628 -3.962853
106 H 1.533178 3.406659 -0.861634
107 H 1.285548 5.753862 -0.423928
108 H -1.725556 -1.647967 -3.958585
109 H -2.855564 -3.762150 -3.350884
110 H -2.308474 -4.876145 -1.184364
111 H -0.512595 -3.880803 0.220007

Atomic forces in eV per Å
-0.206 0.452 -0.444
-0.058 -0.254 -0.075
-0.067 0.193 0.017
0.132 -0.060 -0.257
0.231 -0.094 -0.846
0.301 -0.069 0.281
-0.545 -0.008 0.201
-0.093 0.178 0.154
0.036 -0.223 0.185
0.174 -0.040 -0.086
0.149 -0.494 0.028
-0.262 -0.156 -0.533
-0.335 0.169 0.508
0.214 0.115 -0.073
-0.240 -0.200 0.000
-0.044 -0.175 0.107
0.077 0.404 0.048
0.285 -0.362 0.030
-0.109 -0.004 0.115
-0.077 -0.064 0.011
-0.017 0.047 -0.093
-0.260 -0.208 -0.092
0.128 -0.379 0.683
-0.205 0.095 -0.348
-0.118 0.064 -0.049
-0.184 0.017 -0.046
-0.073 0.118 -0.080
0.239 0.337 -0.233
0.080 0.136 -0.144
0.211 0.065 -0.007
0.197 0.071 0.138
-0.155 0.085 -0.033
0.062 0.079 -0.066
0.015 0.073 0.105
0.035 -0.028 0.034
-0.023 0.057 0.161
0.023 -0.179 0.091
-0.142 -0.037 0.004
-0.150 0.032 0.219
-0.269 0.154 -0.159
-0.037 0.020 -0.055
0.147 0.093 -0.045
0.035 0.082 0.122
-0.101 0.065 -0.057
-0.030 0.044 0.061
-0.113 -0.088 -0.026
-0.122 -0.026 -0.228
-0.008 0.163 0.093
0.142 0.114 0.078
0.058 0.033 -0.076
0.077 0.005 -0.032
-0.011 0.041 -0.092
-0.086 0.048 -0.034
0.024 -0.011 -0.064
-0.089 0.172 -0.149
0.084 0.096 -0.062
0.133 0.050 0.125
0.051 -0.064 0.158
0.015 -0.082 0.083
-0.024 0.067 0.177
0.015 0.081 0.038
-0.034 -0.090 -0.006
0.065 0.003 0.015
-0.042 -0.019 0.111
0.087 -0.003 -0.065
0.077 -0.098 -0.076
0.108 -0.059 0.031
-0.174 0.031 -0.088
-0.051 0.021 0.081
0.024 0.046 0.000
-0.079 0.108 0.078
0.047 0.041 0.074
-0.080 -0.014 -0.025
0.045 -0.202 -0.080
-0.111 0.033 -0.026
0.088 -0.028 0.084
0.020 -0.180 0.013
0.099 0.501 -0.451
-0.085 -0.474 -0.009
0.250 0.627 -0.067
-0.063 -0.079 -0.102
-0.014 -0.220 0.128
-0.032 -0.015 0.146
0.004 -0.014 0.123
-0.021 -0.011 0.079
-0.037 -0.115 0.026
0.002 -0.110 0.014
-0.084 -0.015 -0.021
0.072 0.057 0.069
-0.041 -0.004 -0.064
-0.033 0.189 0.048
0.123 0.151 0.266
0.052 -0.023 -0.085
0.033 0.098 0.028
0.659 -0.141 0.561
0.380 -0.143 -0.528
0.362 -0.317 0.756
-0.359 -0.388 -0.197
0.157 0.289 -0.069
0.164 -0.103 0.312
-0.347 -0.445 0.068
-0.082 0.144 -0.328
-0.008 0.060 -0.013
-0.084 0.082 -0.045
-0.025 0.015 -0.080
-0.035 0.005 0.009
0.032 0.032 0.023
-0.081 0.133 -0.151
-0.086 0.016 -0.188
0.059 -0.059 0.066
-0.038 -0.121 0.082

## Properties
multiplicity = 1
E_HOMO = -9.28 eV
LUMO = -2.9 eV
net charge = +1
frontier orbital gap = 6.35 eV

---

Maximum force values, unit hartree/bohr, following the record order: 0.0428 0.0174.
M values, unit g/mol, following the record order: 1109.96 935.07.
Energy relative to the best compared isomer or geometry (same formula, charge and spin) values, unit eV, following the record order: 0.408 1.855.